No. 1
18
Properties=species:S:1:pos:R:3 method="wB97M-V/def2-TZVPD" spin_multiplicity=1 e_above_lowest_kj_mol=299.7 gap_ha=0.326 smiles="[H]/N=C/NCCCN"
H -2.8334 0.1254 1.4365
N -1.8543 -0.0660 1.1761
C -1.2116 1.0576 1.1896
N 0.2414 1.0790 0.9630
C 0.9130 -0.2081 0.7561
C 1.6946 -0.5811 -0.5695
C 0.7298 -0.2931 -1.8033
N -0.5471 -0.8472 -1.4679
H -1.7221 1.9900 1.6482
H 0.5922 1.9960 1.2267
H 0.3885 -1.1451 1.2112
H 1.7603 -0.2213 1.4683
H 2.5909 -0.0141 -0.6343
H 1.8084 -1.6813 -0.5937
H 0.6624 0.7396 -2.1021
H 0.9237 -0.6587 -2.8502
H -0.9083 -0.9857 -0.5675
H -0.8975 -1.1574 -2.3793


No. 2
18
Properties=species:S:1:pos:R:3 method="wB97M-V/def2-TZVPD" spin_multiplicity=1 e_above_lowest_kj_mol=334.2 gap_ha=0.281
C -2.3733 -0.1700 -0.8483
C -1.4855 -0.5339 0.3125
N -1.7016 -1.4808 1.1271
H -2.5029 -2.0759 0.8673
H -0.4468 0.3063 0.7991
H -3.1816 -0.8988 -0.9984
H -2.8115 0.8209 -0.6955
H -1.7857 -0.1041 -1.7698
C 1.6872 0.3650 0.1518
N 2.4733 1.2243 -0.5696
N 1.4392 -0.8672 -0.3538
C 0.9113 0.7829 1.2395
H 2.7726 2.0689 -0.1117
H 1.6765 -1.0429 -1.3196
H 2.9453 0.8968 -1.3979
H 0.4786 -1.1912 -0.0914
H 1.0437 1.8024 1.5807
H 0.8611 0.0976 2.0779


No. 3
18
Properties=species:S:1:pos:R:3 method="wB97M-V/def2-TZVPD" spin_multiplicity=1 e_above_lowest_kj_mol=189.4 gap_ha=0.346
H -0.5288 1.1779 2.9127
N 0.4084 0.8221 3.0817
C 1.1066 0.6685 2.0194
N 0.7055 0.2132 0.7930
C -0.6823 0.1138 0.3376
C -0.7960 -0.9885 -0.6982
C -0.0432 -0.9295 -2.0059
N -0.5489 0.2073 -2.8078
H 2.1744 0.9154 2.0004
H 1.4692 -0.2315 0.3129
H -0.9050 1.0884 -0.1033
H -1.3594 -0.0564 1.1751
H -0.5995 -1.9795 -0.2496
H -1.8504 -1.0295 -0.9644
H 1.0319 -0.8115 -1.7777
H -0.1873 -1.8442 -2.5677
H -0.1926 1.0617 -2.4081
H -0.2609 0.0646 -3.7609


No. 4
18
Properties=species:S:1:pos:R:3 method="wB97M-V/def2-TZVPD" spin_multiplicity=1 e_above_lowest_kj_mol=496.9 gap_ha="0.254 / 0.269"
C 1.9991 0.9895 0.8814
C 0.9203 -0.7735 -1.1338
N 1.0301 -0.0563 0.6752
C -1.3581 -0.0834 0.1682
N -1.5124 -1.1073 1.0893
N -2.5030 0.2366 -0.5616
C -0.0868 0.3848 -0.1185
H -2.3756 -1.0669 1.6157
H -0.6758 -1.2124 1.6579
H -2.9502 -0.5536 -1.0179
H -2.3852 1.0112 -1.1974
H -0.0059 1.2998 -0.7125
H 1.5823 1.8111 1.4889
H 2.3514 1.4541 -0.0604
H 2.8722 0.5895 1.4009
H 0.7912 -1.7902 -0.7887
H 0.3431 -0.6058 -2.0556
H 1.9632 -0.5272 -1.3310


No. 5
18
Properties=species:S:1:pos:R:3 method="wB97M-V/def2-TZVPD" spin_multiplicity=1 e_above_lowest_kj_mol=349.5 gap_ha=0.340 smiles="N/C=C/N.C=NC"
N 0.9153 1.5795 1.0468
C 0.8503 1.2249 -0.3488
C 0.3462 2.0987 -1.2734
N 0.2618 1.9466 -2.6941
H 1.8301 1.2455 1.4046
H 0.1831 1.1136 1.5633
H 1.0186 0.1591 -0.6293
H -0.1929 2.9762 -0.9204
H 0.8856 1.2403 -3.0501
H 0.5562 2.8246 -3.1257
C -1.9508 -1.8723 0.3258
N -1.2337 -2.7573 0.9456
C -0.0096 -2.2844 1.5530
H -2.4971 -2.1090 -0.6193
H -1.9914 -0.8102 0.6101
H 0.0336 -2.2562 2.6510
H 0.2741 -1.2433 1.3172
H 0.7206 -3.0763 1.2436


No. 6
18
Properties=species:S:1:pos:R:3 method="wB97M-V/def2-TZVPD" spin_multiplicity=2 e_above_lowest_kj_mol=0.0 charge=+1 gap_ha="0.373 / 0.292" s2=0.755
C -1.2242 -0.8117 1.3592
C -0.3214 0.4627 1.2430
C 0.3582 0.4714 -0.0828
C 1.6071 -0.1586 -0.2239
N 2.3608 0.0583 -1.3383
N -0.2424 1.1021 -1.0766
N -2.1476 -0.8440 0.2186
H -0.6010 -1.6933 1.3885
H -1.7301 -0.6577 2.3157
H 0.4190 0.3764 2.0244
H -0.8534 1.3842 1.3869
H 2.0267 -0.8000 0.5338
H 1.9226 -0.2741 -2.1988
H 3.2924 -0.3334 -1.2962
H -1.2622 1.0964 -0.9837
H 0.0385 0.8946 -2.0275
H -3.0690 -1.1438 0.5162
H -1.9237 -1.6678 -0.3471


No. 7
18
Properties=species:S:1:pos:R:3 method="wB97M-V/def2-TZVPD" spin_multiplicity=1 e_above_lowest_kj_mol=485.3 charge=+2 gap_ha="0.341 / 0.317"
C 2.3633 0.1156 0.1336
C -2.3212 0.5359 -0.7833
C -2.9065 -0.3532 0.1910
C -0.3583 -0.6982 0.3038
N 2.9146 1.2560 0.4120
N 2.5976 -1.0076 -0.4497
N -1.5209 0.2087 0.3841
H -1.8665 0.3730 -1.7403
H -2.5708 1.5761 -0.8348
H -3.6884 0.0525 0.8557
H -2.8593 -1.4780 -0.0398
H -0.0682 -1.0620 1.2068
H -0.1161 -1.2420 -0.5260
H 2.4769 2.1589 0.3829
H 3.9760 1.3941 0.6428
H 1.8910 -1.6269 -0.4828
H 3.5369 -1.0335 -0.8788
H -1.4800 0.8305 1.2228


No. 8
18
Properties=species:S:1:pos:R:3 method="wB97M-V/def2-TZVPD" spin_multiplicity=1 e_above_lowest_kj_mol=252.7 charge=+2 gap_ha=0.423
C 0.4249 -0.7194 -0.2687
C -1.1587 -0.2241 -1.4022
C -0.7242 1.0780 0.4860
C 1.6170 0.4669 1.4152
N 0.3835 0.1635 0.6786
N 1.0594 -1.7374 -0.7139
N -1.7819 0.3955 -0.2965
H -0.5661 0.5033 -2.0988
H -1.3978 -1.1587 -1.8450
H -1.1521 1.4442 1.4713
H -0.3982 1.8114 -0.1155
H 1.3612 0.3435 2.5393
H 2.3238 -0.2814 1.1005
H 2.1004 1.3884 0.9963
H 0.7335 -2.4281 -1.4212
H 1.9372 -1.9541 -0.1664
H -2.4492 1.1526 -0.6008
H -2.3125 -0.2441 0.2420


No. 9
18
Properties=species:S:1:pos:R:3 method="wB97M-V/def2-TZVPD" spin_multiplicity=1 e_above_lowest_kj_mol=514.3 charge=+2 gap_ha=0.354 smiles="C=[N+]1C[C@@H]1[NH2+]NC"
C -0.5092 2.9017 0.3628
N -0.8505 1.8126 -0.0699
C -1.5306 0.5956 0.2484
C -0.5297 0.6571 -0.8959
N 0.7322 -0.0650 -0.7648
N 0.7639 -0.7814 0.4744
C 0.6116 -2.2026 0.4334
H 0.2860 3.5580 0.0229
H -1.1712 3.3054 1.1789
H -2.5030 0.2542 -0.0994
H -1.1935 0.1571 1.1364
H -0.9504 0.3825 -1.8801
H 0.5393 -0.7351 -1.5408
H 1.5466 0.5842 -0.9619
H 1.4965 -0.7110 1.1222
H -0.4914 -2.3107 0.2995
H 1.1298 -2.7116 -0.3454
H 0.8216 -2.5598 1.5390


No. 10
19
Properties=species:S:1:pos:R:3 method="wB97M-V/def2-TZVPD" spin_multiplicity=1 e_above_lowest_kj_mol=462.4 gap_ha=0.327
C 0.6561 -0.6817 0.3861
C 2.0563 -1.2232 0.3509
C -0.5670 -1.0752 -1.1815
N 0.5691 0.7035 0.5100
C -0.6139 1.3782 0.4200
N -0.5069 2.6527 -0.1524
O -1.9368 -0.2426 1.3659
N -1.7778 0.7870 0.3823
H -2.8905 -0.3865 1.3517
H 1.3728 1.2359 0.1957
H -0.0144 -1.1744 1.0787
H -1.3670 3.1737 -0.0743
H -0.1743 2.6477 -1.1131
H 2.5151 -1.2148 1.3388
H 2.6883 -0.6522 -0.3355
H 2.0509 -2.2663 0.0128
H -1.6158 -0.9014 -1.3933
H -0.4578 -2.1556 -1.1696
H 0.0137 -0.6049 -1.9731


No. 11
19
Properties=species:S:1:pos:R:3 method="wB97M-V/def2-TZVPD" spin_multiplicity=1 e_above_lowest_kj_mol=297.6 gap_ha=0.347
C 0.6776 -1.2069 -1.6593
C 0.1820 0.6919 -0.0274
C 1.2303 -0.1250 -0.7761
N 0.6660 1.8396 0.6765
N 2.4475 0.1863 -0.6152
O -0.9510 0.8823 -0.7122
H 0.3727 2.6832 0.2007
H 1.6760 1.8137 0.7643
H 3.0780 -0.3991 -1.1628
H 1.4762 -1.7983 -2.1071
H 0.0202 -1.8630 -1.0849
H 0.0680 -0.7598 -2.4449
C -1.4264 -0.4076 1.8270
N -2.4075 -0.0833 1.0177
H -2.8492 -0.8941 0.5907
H -1.8337 0.6078 0.0052
H -1.0411 0.3732 2.4777
H -1.2644 -1.4329 2.1633
H -0.1212 -0.1081 0.8668


No. 12
19
Properties=species:S:1:pos:R:3 method="wB97M-V/def2-TZVPD" spin_multiplicity=1 e_above_lowest_kj_mol=207.4 gap_ha=0.367 smiles="[H]/N=C(/N)CC.NC=O"
H 1.0867 -1.7465 0.0834
N 0.3924 -1.4027 0.7495
C -0.2584 -0.3917 0.2773
N -1.3887 0.0534 0.9176
C -0.2672 -0.1098 -1.4330
C -1.2585 -1.0811 -2.0277
H -1.6275 1.0302 0.8030
H -1.4372 -0.2533 1.8814
H 0.7461 -0.2950 -1.8001
H -0.5654 0.9250 -1.6191
H -2.2621 -0.9048 -1.6318
H -0.9947 -2.1150 -1.7900
H -1.2944 -0.9761 -3.1169
N 1.9593 0.8371 1.9056
C 1.3253 1.6145 1.0022
O 1.1041 2.8027 1.1190
H 1.8194 -0.1695 1.8317
H 2.1932 1.2237 2.8103
H 0.7273 0.9589 0.0378


No. 13
20
Properties=species:S:1:pos:R:3 method="wB97M-V/def2-TZVPD" spin_multiplicity=2 e_above_lowest_kj_mol=91.0 charge=-1 gap_ha="0.088 / 0.315" s2=0.750
C -2.8565 0.5947 2.3972
C -2.1849 0.4519 1.0493
O -1.9436 1.4241 0.3752
O -1.8082 -0.7816 0.6938
H -2.6877 1.6281 2.6814
H -2.4320 -0.1256 3.0915
H -3.9385 0.4673 2.2991
C 1.3534 -0.3503 0.7353
C 1.3539 -0.2351 -1.6563
N 0.6513 -0.2843 -2.8569
N 0.7396 -0.4149 -0.5590
N 2.7009 -0.0429 -1.7861
H 1.2565 -0.3325 -3.6596
H -0.0129 -1.0428 -2.8414
H -1.0059 -0.6991 0.1167
H 3.1146 0.1951 -0.8987
H 3.1053 0.4917 -2.5581
H 0.9153 0.4569 1.3231
H 2.4225 -0.1055 0.7971
H 1.2568 -1.2952 1.2564


No. 14
20
Properties=species:S:1:pos:R:3 method="wB97M-V/def2-TZVPD" spin_multiplicity=1 e_above_lowest_kj_mol=165.8 gap_ha=0.354 smiles="CN=C(N)N.CC(=O)O"
C -0.8649 2.0556 0.0918
N -1.0966 0.6648 0.5145
C -0.7885 0.2531 1.6612
N -0.4741 -1.1249 2.0276
N -0.9004 0.9925 2.9077
H -1.2578 2.9170 0.6559
H -1.2941 2.1109 -0.9440
H 0.2415 2.2538 -0.0137
H -0.8706 -1.6671 1.3225
H 0.5658 -1.2053 1.9916
H -1.0081 1.9860 2.9146
H -0.5367 0.4954 3.6938
C 1.6848 -1.6062 -2.6008
C 0.8145 -1.1315 -1.5407
O 0.7693 -1.4413 -0.3822
O -0.1202 -0.3211 -2.0988
H 1.6756 -2.6424 -2.4462
H 2.7799 -1.2692 -2.5718
H 1.3392 -1.5093 -3.6663
H -0.6585 0.1893 -1.5166